(1)
{"formula": "C32H57CsN4O4", "method": "ωB97M-V/def2-TZVPD", "symbols": ["Cs", "O", "O", "O", "O", "N", "N", "N", "N", "C", "C", "C", "C", "C", "C", "C", "C", "C", "C", "C", "C", "C", "C", "C", "C", "C", "C", "C", "C", "C", "C", "C", "C", "C", "C", "C", "C", "C", "C", "C", "C", "H", "H", "H", "H", "H", "H", "H", "H", "H", "H", "H", "H", "H", "H", "H", "H", "H", "H", "H", "H", "H", "H", "H", "H", "H", "H", "H", "H", "H", "H", "H", "H", "H", "H", "H", "H", "H", "H", "H", "H", "H", "H", "H", "H", "H", "H", "H", "H", "H", "H", "H", "H", "H", "H", "H", "H", "H"], "positions_angstrom": [[-1.45741, 0.33620, -2.01920], [0.97860, -0.61574, -1.17689], [-0.03045, -1.98069, -2.66027], [-3.09786, 2.21030, -1.28063], [-4.33361, 1.25436, 0.31717], [1.04487, -0.14979, 1.43455], [-1.12493, -2.11110, 1.85845], [1.34275, -2.88529, 0.32008], [-1.72477, 1.19673, 1.74133], [-2.27129, 2.31049, 0.93591], [-2.76148, -3.01684, 3.54470], [2.37388, -2.01636, 2.40156], [-1.21784, 0.75543, -5.72757], [1.71006, 1.63980, -3.50561], [1.48070, -0.16550, -5.24084], [-2.17664, 3.22614, -4.42985], [-0.59171, 4.48878, -2.42985], [2.21410, 0.11837, 3.61463], [1.24670, 2.78490, -2.85748], [-2.83459, 1.78287, 3.94094], [2.11594, 3.46226, -1.82628], [3.04907, -4.27571, 1.55465], [-2.31463, -0.58633, 3.41701], [-2.42270, -1.87959, 2.57286], [0.76052, -1.72756, -1.74664], [3.00648, 0.99446, -3.09165], [-0.79060, 2.69735, -4.16595], [-0.45200, 1.62869, 2.30823], [-3.52539, -1.78214, 1.52339], [0.70415, 1.30857, 1.37587], [-2.67221, 0.77229, 2.79571], [1.57679, -2.88063, -1.12447], [-3.36558, 1.90785, -0.08831], [2.54097, -2.88641, 1.15366], [3.49818, 0.04763, 1.45271], [-0.01322, 3.31611, -3.17084], [2.29091, -0.49263, 2.21302], [-0.57988, -3.46702, 1.89462], [-0.31417, 1.54962, -4.82428], [0.26990, -3.80467, 0.67122], [0.95526, 1.04074, -4.51235], [1.07113, -0.23220, -6.24602], [-1.31517, -0.56297, 3.86385], [3.16819, 3.42664, -2.10818], [-0.11378, 4.65671, -1.46816], [4.05486, -4.21609, 1.96996], [3.59667, 1.12614, 1.57125], [2.91109, -0.08956, -3.09707], [-2.70286, 3.06450, 1.61039], [1.50683, -2.32089, 2.98584], [2.03843, 2.97905, -0.84656], [0.23895, -0.70492, 1.80543], [-3.61156, -2.72321, 0.97551], [-0.99979, -0.30961, -5.66054], [1.30912, -3.83166, -1.59701], [1.35205, -0.26144, 4.16436], [-2.26793, 0.87682, -5.46653], [1.22310, -1.08878, -4.71450], [-1.11877, 1.03825, -6.78048], [-0.40650, -3.83422, -0.18781], [2.56472, -0.12940, -5.33981], [-1.97925, -3.15502, 4.29440], [1.59861, 1.87546, 1.62498], [-2.93436, -3.96764, 3.04331], [1.86564, 4.51050, -1.69457], [0.63508, -4.83542, 0.79378], [-4.49977, -1.54672, 1.94886], [3.42406, -0.17129, 0.38751], [-3.62962, 0.69630, 2.27817], [3.10974, -0.15699, 4.17106], [3.08386, -4.93598, 0.68705], [-1.36262, -4.23449, 1.89566], [-0.50092, 5.41176, -3.00964], [-0.01625, -3.61903, 2.81912], [-0.44646, 2.70032, 2.55909], [-3.68910, 1.50233, 4.55561], [-2.90801, 2.95795, -3.65913], [3.32032, -2.42185, 0.54496], [2.63049, -2.69361, -1.33866], [2.16603, 1.20553, 3.59821], [-0.27751, 1.10669, 3.24744], [-2.99284, -0.69854, 4.26768], [2.41354, -4.74364, 2.30826], [-2.55154, 2.89925, -5.39684], [3.83096, 1.25771, -3.76114], [-3.02082, 2.79472, 3.58295], [4.41221, -0.40494, 1.83588], [0.47435, 1.54276, 0.33629], [1.14070, -0.51310, 0.43034], [3.29766, 1.27599, -2.08264], [-2.14031, 4.31556, -4.47692], [-1.96396, 1.81383, 4.60152], [-3.26237, -0.98087, 0.84107], [-1.28361, -1.89282, 0.87724], [-1.44398, 2.77872, 0.40330], [-1.64781, 4.31979, -2.22286], [-3.68118, -2.76657, 4.07031], [3.24340, -2.19575, 3.04114]], "atomic_forces_ev_per_a": [[-0.41, -0.19, -0.47], [0.20, 0.46, 0.02], [0.23, -0.04, -0.27], [-0.59, 1.03, 0.19], [-0.20, -0.10, 0.27], [0.08, -0.07, -0.17], [0.08, -0.10, -0.15], [0.02, 0.00, -0.03], [0.07, 0.11, 0.12], [-0.31, 0.02, 0.21], [0.11, 0.02, 0.07], [0.09, 0.11, -0.04], [-0.13, -0.08, -0.29], [0.12, -0.15, 0.00], [0.11, -0.09, -0.05], [0.03, 0.32, -0.41], [-0.11, 0.10, 0.11], [0.05, 0.00, -0.07], [-0.23, 0.35, 0.05], [-0.01, 0.06, -0.01], [0.20, -0.04, 0.09], [-0.06, -0.05, -0.09], [-0.23, -0.01, -0.06], [-0.13, 0.03, 0.15], [0.65, -1.15, 0.49], [0.14, -0.01, 0.03], [0.07, -0.28, 0.19], [0.11, -0.02, -0.06], [0.21, 0.01, 0.07], [0.10, -0.18, -0.04], [-0.04, -0.18, 0.11], [-0.14, -0.01, -0.05], [0.43, -0.22, -0.12], [0.04, -0.04, 0.15], [-0.02, 0.03, -0.05], [0.11, -0.45, -0.26], [-0.02, -0.03, 0.16], [0.08, -0.30, -0.05], [0.01, 0.22, 0.43], [-0.04, 0.04, 0.01], [-0.29, 0.22, -0.12], [0.00, 0.01, -0.03], [0.08, 0.01, -0.01], [-0.02, -0.02, -0.03], [0.05, -0.02, 0.00], [0.03, 0.05, 0.01], [0.00, 0.04, -0.03], [0.00, -0.02, -0.02], [0.09, 0.13, -0.11], [-0.08, -0.14, -0.03], [-0.01, 0.01, 0.02], [0.02, 0.04, -0.04], [0.03, -0.03, -0.01], [0.02, 0.00, 0.01], [-0.01, 0.03, 0.02], [-0.03, -0.03, 0.01], [0.01, 0.04, 0.03], [-0.01, -0.03, 0.02], [0.01, 0.01, 0.02], [-0.01, 0.07, 0.01], [0.01, 0.01, 0.02], [0.01, -0.02, 0.02], [-0.02, 0.04, 0.07], [0.00, 0.02, -0.01], [-0.05, 0.01, -0.03], [-0.02, -0.01, 0.01], [-0.01, 0.05, 0.07], [0.01, -0.02, -0.05], [0.03, -0.05, 0.06], [0.02, -0.02, -0.01], [0.01, -0.02, -0.02], [0.05, 0.05, -0.02], [-0.02, 0.03, 0.00], [-0.01, 0.01, 0.00], [0.00, -0.02, -0.10], [-0.04, -0.02, 0.00], [0.16, -0.06, 0.05], [0.00, -0.03, 0.02], [0.03, 0.05, 0.03], [-0.02, 0.05, -0.02], [0.01, -0.02, 0.05], [-0.04, 0.03, -0.02], [-0.05, 0.01, 0.02], [-0.04, -0.03, 0.02], [0.00, 0.02, -0.02], [0.00, 0.00, -0.02], [0.02, -0.03, 0.04], [-0.14, -0.02, 0.01], [0.00, 0.12, 0.19], [-0.02, 0.02, 0.02], [-0.11, 0.01, 0.06], [0.04, -0.03, -0.03], [-0.23, 0.15, -0.28], [-0.01, 0.09, 0.04], [-0.02, 0.02, -0.10], [-0.02, 0.01, 0.00], [-0.03, 0.06, 0.00], [-0.01, 0.06, 0.01]], "lumo_energy_ev": 0.10, "orbital_gap_ev": 8.090, "e_tot_ha": -1793.733255}


(2)
{"formula": "CH4ClNO", "method": "ωB97M-V/def2-TZVPD", "symbols": ["Cl", "O", "N", "C", "H", "H", "H", "H"], "positions_angstrom": [[3.62338, 0.48696, 0.06828], [-0.53473, 0.43253, 0.25846], [2.26328, -0.49639, 0.16926], [-1.65911, 0.56370, -0.17786], [-2.51661, 0.08554, 0.08825], [1.74974, -0.14802, 0.99473], [-1.92910, 1.43532, -0.67605], [1.61025, -0.31822, -0.56888]], "atomic_forces_ev_per_a": [[0.92, 0.77, -0.42], [-0.87, -0.74, -0.47], [-1.27, -0.77, 1.68], [3.02, 1.67, 1.28], [-2.19, -2.89, 1.06], [0.38, -0.43, -0.48], [-0.05, 1.97, -1.87], [0.07, 0.41, -0.77]], "lumo_energy_ev": 0.13, "orbital_gap_ev": 9.311, "relative_energy_kcal_mol": 69.42, "smiles": "C=O.NCl", "e_tot_ha": -630.599420}